1.
The following is a quantum chemistry calculation of a molecular structure, C27H31Br36N2O3 at a distorted geometry, from the OMol25 dataset.

Computed properties:
- F_max (eV Å⁻¹) = 10.19
- highest occupied orbital energy (eV) = -4.5
- calculated total energy (hartree) = -94046.347354
- orbital gap (eV) = 4.88
- lowest unoccupied orbital energy (Ha) = 0.013

```
! RIJCOSX wB97M-V def2-TZVPD def2/J DEFGRID3
* xyz -1 1
C 2.340 0.667 -1.040
C 1.607 0.727 -2.255
C 0.686 0.805 -3.608
N 1.068 1.858 -4.608
O 0.958 3.064 -4.026
C -0.205 3.800 -4.578
C -0.553 4.976 -3.446
C 2.433 1.703 -5.209
N 3.508 2.546 -4.487
C 3.037 0.195 -5.304
C 2.206 -0.880 -6.205
C 1.811 -2.328 -5.466
C 0.965 -3.528 -6.220
C 0.491 -3.287 -7.781
C -0.397 -4.458 -8.522
C 0.889 -1.912 -8.584
C 1.743 -0.741 -7.767
C 2.341 2.428 -6.717
O 1.140 2.452 -7.334
O 3.512 3.062 -7.344
H 2.857 0.232 -0.057
H 0.590 -0.286 -4.021
H -0.412 1.092 -3.232
H -1.158 3.114 -4.749
H 0.157 4.319 -5.583
H -1.626 4.792 -3.001
H 0.232 4.876 -2.558
H -0.407 6.027 -3.943
H 3.435 2.441 -3.454
H 3.412 3.556 -4.760
H 3.258 -0.314 -4.246
H 4.116 0.292 -5.807
H 2.140 -2.511 -4.340
H 0.690 -4.530 -5.656
H -0.510 -4.179 -9.658
H 0.056 -5.518 -8.322
H -1.482 -4.421 -8.032
H 0.598 -1.696 -9.720
H 2.011 0.221 -8.374
C 0.762 1.206 2.904
Br 1.708 1.566 1.243
Br -0.384 2.690 3.422
Br -0.217 -0.474 2.830
H 1.520 1.099 3.687
C -3.377 1.519 6.429
Br -2.065 0.216 7.035
Br -2.868 3.335 6.906
Br -3.742 1.346 4.526
H -4.312 1.300 6.955
C 2.505 -3.981 2.356
Br 1.039 -3.846 3.628
Br 2.422 -2.584 1.005
Br 4.234 -4.025 3.246
H 2.389 -4.937 1.834
C -0.996 -5.468 -3.071
Br -1.028 -4.634 -4.829
Br 0.814 -5.612 -2.371
Br -2.186 -4.569 -1.822
H -1.373 -6.488 -3.194
C -5.327 -2.435 3.374
Br -5.441 -3.060 5.212
Br -3.504 -1.973 2.878
Br -6.116 -3.704 2.128
H -5.918 -1.516 3.311
C -2.432 -2.273 10.525
Br -4.120 -2.353 9.561
Br -2.277 -3.705 11.833
Br -0.910 -2.230 9.315
H -2.426 -1.330 11.081
C -1.430 6.361 9.217
Br -1.297 8.026 10.213
Br -0.312 6.377 7.626
Br -1.068 4.814 10.341
H -2.468 6.273 8.878
C -2.691 0.850 -0.249
Br -1.745 1.210 -1.911
Br -3.837 2.334 0.268
Br -3.670 -0.830 -0.324
H -1.932 0.743 0.533
C 6.090 -1.798 0.070
Br 7.549 -0.628 0.602
Br 4.645 -0.812 -0.781
Br 6.710 -3.273 -1.036
H 5.681 -2.236 0.987
C 2.489 2.749 9.925
Br 0.820 2.113 9.155
Br 2.663 2.242 11.795
Br 4.030 2.188 8.877
H 2.461 3.843 9.891
C 0.631 0.433 -12.306
Br -0.689 0.595 -10.886
Br 1.540 -1.286 -12.258
Br -0.141 0.795 -14.055
H 1.390 1.201 -12.126
C -5.815 -0.906 13.169
Br -4.402 0.081 12.268
Br -6.520 0.070 14.697
Br -7.224 -1.438 11.938
H -5.366 -1.826 13.557
*
```

Atomic partial charges in e from the Mulliken method, atoms 1 to 5: atom 1 (C): -1.575, atom 2 (C): 0.973, atom 3 (C): 0.192, atom 4 (N): 0.435, atom 5 (O): -0.257

***

2.
The following is a quantum chemistry calculation of a molecular structure, C27H31KN6O4S at a distorted geometry, from the OMol25 dataset.

Computed properties:
- F_max (eV Å⁻¹) = 1.10
- highest occupied orbital energy (eV) = -0.5
- calculated total energy (hartree) = -2675.112493
- orbital gap (eV) = 4.28
- lowest unoccupied orbital energy (Ha) = 0.138

```
! RIJCOSX wB97M-V def2-TZVPD def2/J DEFGRID3
* xyz -2 1
K -0.680 -0.235 0.252
C -4.393 -4.097 -0.710
C -3.342 -3.150 -0.192
N -3.062 -2.023 -0.734
N -3.704 -1.728 -1.898
C -3.846 -0.437 -2.112
N -4.420 -0.142 -3.352
S -3.540 0.863 -1.067
C -2.602 -3.528 1.031
C -3.081 -4.554 1.859
C -2.369 -4.907 2.990
C -1.194 -4.233 3.278
C -0.795 -3.225 2.410
N -1.465 -2.880 1.318
H -4.714 -3.764 -1.693
H -5.268 -4.114 -0.051
H -4.014 -5.121 -0.774
H -4.196 -0.837 -4.051
H -4.241 0.808 -3.629
H -4.005 -5.057 1.616
H -2.732 -5.698 3.637
H -0.593 -4.465 4.147
H 0.103 -2.649 2.596
O 2.100 -0.479 3.829
C 1.963 -0.921 2.679
O 1.061 -0.680 1.842
C 3.016 -1.961 2.235
C 4.067 -2.282 3.089
C 5.022 -3.224 2.739
C 4.941 -3.877 1.519
C 3.885 -3.544 0.685
C 2.924 -2.601 1.005
N 3.794 -4.245 -0.610
O 2.917 -3.927 -1.380
O 4.641 -5.087 -0.868
H 4.095 -1.758 4.037
H 5.834 -3.455 3.418
H 5.661 -4.619 1.214
H 2.113 -2.359 0.334
C 0.086 3.460 3.203
C 0.247 3.845 1.756
C 0.537 5.176 1.396
C 0.657 5.490 0.048
C 0.921 6.919 -0.368
C 0.523 4.525 -0.941
C 0.266 3.151 -0.632
C 0.107 2.905 0.774
N 0.153 2.083 -1.422
C 0.189 2.199 -2.868
C 1.548 2.663 -3.422
C -0.039 0.770 -3.389
C -0.963 3.057 -3.423
H 0.413 4.272 3.858
H 0.663 2.566 3.446
H -0.959 3.244 3.443
H 0.660 5.939 2.160
H 1.221 7.529 0.488
H 0.027 7.375 -0.804
H 1.712 6.978 -1.120
H 0.636 4.855 -1.966
H -0.109 1.874 1.020
H 2.331 2.009 -3.030
H 1.802 3.684 -3.135
H 1.560 2.603 -4.516
H 0.756 0.114 -3.026
H -0.050 0.732 -4.485
H -0.992 0.395 -3.010
H -0.898 4.098 -3.108
H -1.905 2.654 -3.046
H -0.977 3.031 -4.520
*
```

Atomic partial charges in e from the Mulliken method, atoms 1 to 5: atom 1 (K): 0.932, atom 2 (C): -1.462, atom 3 (C): 0.296, atom 4 (N): 0.647, atom 5 (N): -1.009

***

3.
The following is a quantum chemistry calculation of a molecular structure, C27H31N4O4PdSSe, from the OMol25 dataset.

Computed properties:
- F_max (eV Å⁻¹) = 0.99
- highest occupied orbital energy (spin up / spin down) (eV) = -17.1 / -17.2
- ⟨S²⟩ = 6.07
- calculated total energy (hartree) = -4494.018044
- orbital gap (spin up / spin down) (eV) = 9.00 / 5.54
- lowest unoccupied orbital energy (spin up / spin down) (Ha) = -0.297 / -0.429

```
! RIJCOSX wB97M-V def2-TZVPD def2/J DEFGRID3
* xyz 3 5
Pd 0.464 -1.434 1.128
O 1.756 1.700 4.155
C 1.631 0.667 3.369
O 1.257 0.710 2.206
C 2.011 -0.624 4.018
C 2.628 -0.716 5.259
C 2.961 -1.978 5.727
C 2.674 -3.090 4.947
C 2.055 -2.893 3.719
N 1.732 -1.684 3.276
C 1.705 -3.971 2.728
O 1.648 -5.225 3.097
O 1.460 -3.656 1.582
H 1.560 2.547 3.728
H 2.849 0.174 5.830
H 3.445 -2.090 6.688
H 2.960 -4.076 5.289
H 1.886 -5.411 4.014
S -1.544 -1.882 2.656
C -1.800 -3.142 1.519
C -2.765 -4.143 1.696
C -2.797 -5.186 0.783
C -1.872 -5.202 -0.250
C -0.965 -4.138 -0.378
N -0.947 -3.132 0.470
H -3.447 -4.100 2.535
H -3.522 -5.983 0.880
H -1.843 -6.021 -0.956
H -0.258 -4.108 -1.195
C 1.947 -2.002 -1.416
C 1.228 -1.079 -2.396
C 1.885 0.301 -2.486
C 1.821 1.113 -1.177
N 0.704 2.051 -1.171
C -0.537 1.860 -0.649
Se -1.173 0.371 0.240
N -1.302 2.953 -0.922
C -2.693 3.185 -0.508
C -3.734 2.346 -1.256
C -3.653 2.430 -2.784
C -2.653 1.459 -3.416
C -0.539 3.859 -1.602
C -0.833 5.120 -2.129
C 0.174 5.747 -2.818
C 1.455 5.159 -2.988
C 1.762 3.924 -2.470
C 0.742 3.276 -1.775
H 1.676 -3.044 -1.556
H 1.750 -1.755 -0.347
H 3.027 -1.925 -1.542
H 0.169 -0.983 -2.136
H 1.268 -1.532 -3.387
H 1.411 0.879 -3.282
H 2.930 0.176 -2.772
H 2.730 1.694 -1.037
H 1.710 0.472 -0.309
H -2.893 4.238 -0.687
H -2.774 3.005 0.565
H -4.701 2.713 -0.909
H -3.674 1.303 -0.946
H -3.433 3.453 -3.105
H -4.647 2.212 -3.175
H -1.619 1.803 -3.309
H -2.841 1.353 -4.482
H -2.740 0.470 -2.959
H -1.805 5.580 -2.019
H -0.013 6.719 -3.256
H 2.206 5.699 -3.549
H 2.741 3.485 -2.602
*
```

Atomic partial charges in e from the Mulliken method, atoms 1 to 5: atom 1 (Pd): 0.787, atom 2 (O): -0.396, atom 3 (C): 0.075, atom 4 (O): -0.216, atom 5 (C): 0.444

***

4.
The following is a quantum chemistry calculation of a molecular structure, C27H32AsCl2N6O7Rb, from the OMol25 dataset.

Computed properties:
- F_max (eV Å⁻¹) = 0.56
- highest occupied orbital energy (eV) = -2.9
- calculated total energy (hartree) = -5083.643906
- orbital gap (eV) = 6.62
- lowest unoccupied orbital energy (Ha) = 0.137

```
! RIJCOSX wB97M-V def2-TZVPD def2/J DEFGRID3
* xyz -2 1
Rb 0.335 -0.897 -0.374
O 1.158 -1.551 -4.428
C 0.673 -0.673 -3.583
O -0.373 -0.774 -2.976
C 1.579 0.544 -3.399
O 2.096 0.480 -2.103
C 2.914 1.590 -1.751
C 2.979 1.771 -0.207
O 3.296 2.917 0.165
O 2.732 0.758 0.484
H 0.479 -2.253 -4.728
H 0.955 1.442 -3.519
H 2.360 0.538 -4.168
H 2.521 2.500 -2.212
H 3.936 1.427 -2.122
Cl 0.785 -3.419 4.071
C -0.783 -2.664 4.183
C -1.574 -2.955 5.292
C -2.810 -2.385 5.445
Cl -3.778 -2.789 6.846
C -3.303 -1.473 4.480
C -4.564 -0.837 4.569
C -4.948 0.033 3.589
C -4.068 0.265 2.513
N -2.900 -0.310 2.396
C -2.495 -1.174 3.356
C -1.171 -1.783 3.151
O -0.498 -1.510 2.129
H -1.194 -3.647 6.031
H -5.203 -1.054 5.415
H -5.903 0.542 3.620
H -4.358 0.958 1.726
C 4.217 -1.130 3.214
C 3.902 -1.901 1.981
C 4.701 -2.493 1.022
C 3.809 -2.919 0.019
N 2.561 -2.619 0.342
N 2.643 -2.031 1.548
C 4.113 -3.572 -1.288
H 5.265 -1.249 3.486
H 3.605 -1.455 4.059
H 4.020 -0.073 3.025
H 5.776 -2.562 1.034
H 1.802 -1.671 1.985
H 4.724 -4.469 -1.159
H 4.655 -2.896 -1.953
H 3.187 -3.857 -1.785
C 0.526 5.383 -1.527
C -0.796 4.654 -1.318
As -0.417 2.845 -0.609
C -2.232 2.047 -0.637
C -3.390 2.992 -0.352
C -0.325 3.261 1.315
C 0.010 2.015 2.123
H 0.390 6.446 -1.749
H 1.081 4.937 -2.355
H 1.179 5.307 -0.655
H -1.329 4.535 -2.264
H -1.457 5.206 -0.644
H -2.214 1.228 0.089
H -2.342 1.583 -1.620
H -3.264 3.511 0.600
H -4.347 2.464 -0.308
H -3.484 3.751 -1.132
H -1.283 3.695 1.621
H 0.444 4.027 1.431
H -0.743 1.233 1.986
H 0.032 2.239 3.193
H 0.984 1.613 1.837
O -0.630 -3.211 -5.257
N -1.124 -2.600 -6.242
C -2.070 -3.227 -6.938
C -2.517 -4.538 -6.630
N -2.874 -5.605 -6.380
C -2.609 -2.529 -8.044
N -3.052 -1.979 -8.957
*
```

Atomic partial charges in e from the Mulliken method, atoms 1 to 5: atom 1 (Rb): 0.822, atom 2 (O): -0.507, atom 3 (C): 0.392, atom 4 (O): -0.662, atom 5 (C): -0.244

***

5.
The following is a quantum chemistry calculation of a molecular structure, C27H32AsCl2N6O7Rb, from the OMol25 dataset.

Computed properties:
- F_max (eV Å⁻¹) = 0.56
- highest occupied orbital energy (eV) = -2.4
- calculated total energy (hartree) = -5083.639446
- orbital gap (eV) = 6.13
- lowest unoccupied orbital energy (Ha) = 0.137

```
! RIJCOSX wB97M-V def2-TZVPD def2/J DEFGRID3
* xyz -2 1
Rb 0.002 0.719 0.889
O 3.603 2.366 -1.449
C 3.472 1.783 -0.252
O 3.106 2.366 0.737
C 3.795 0.306 -0.294
O 2.884 -0.256 -1.191
C 2.989 -1.665 -1.317
C 2.072 -2.181 -2.444
O 2.212 -3.383 -2.707
O 1.276 -1.353 -2.955
H 3.061 3.172 -1.432
H 3.681 -0.091 0.722
H 4.836 0.157 -0.622
H 2.696 -2.151 -0.377
H 4.023 -1.950 -1.542
Cl -1.919 -2.741 4.996
C -0.509 -1.759 5.305
C 0.043 -1.787 6.580
C 1.152 -1.045 6.888
Cl 1.812 -1.115 8.515
C 1.761 -0.229 5.907
C 2.906 0.563 6.142
C 3.420 1.325 5.132
C 2.789 1.303 3.876
N 1.727 0.576 3.623
C 1.199 -0.193 4.603
C 0.006 -0.986 4.234
O -0.475 -0.957 3.083
H -0.417 -2.409 7.337
H 3.358 0.558 7.125
H 4.296 1.944 5.286
H 3.167 1.904 3.057
C 0.708 1.085 -5.123
C 0.588 1.876 -3.864
C 0.263 3.200 -3.630
C 0.310 3.345 -2.230
N 0.650 2.198 -1.654
N 0.806 1.323 -2.663
C -0.027 4.537 -1.394
H 0.522 1.725 -5.986
H -0.001 0.257 -5.135
H 1.700 0.642 -5.212
H 0.006 3.947 -4.364
H 1.092 0.339 -2.521
H 0.258 5.465 -1.894
H 0.475 4.487 -0.428
H -1.097 4.577 -1.186
C -0.723 -4.031 -0.018
C -1.012 -3.406 -1.379
As -1.423 -1.494 -1.166
C -1.973 -0.967 -2.987
C -2.095 -2.082 -4.016
C -3.200 -1.626 -0.319
C -4.224 -2.527 -0.993
H -0.396 -5.069 -0.119
H -1.603 -4.018 0.630
H 0.063 -3.487 0.510
H -1.827 -3.931 -1.881
H -0.137 -3.461 -2.026
H -1.224 -0.245 -3.310
H -2.910 -0.415 -2.869
H -1.139 -2.591 -4.142
H -2.391 -1.683 -4.992
H -2.838 -2.828 -3.727
H -3.558 -0.595 -0.273
H -3.024 -1.934 0.715
H -4.461 -2.173 -1.999
H -5.161 -2.556 -0.428
H -3.865 -3.555 -1.081
O -2.285 1.715 -0.121
N -3.485 2.024 0.065
C -3.717 3.151 0.752
C -2.655 3.957 1.259
N -1.792 4.607 1.662
C -5.068 3.542 0.957
N -6.156 3.884 1.129
*
```

Atomic partial charges in e from the Mulliken method, atoms 1 to 5: atom 1 (Rb): 0.943, atom 2 (O): -0.483, atom 3 (C): 0.560, atom 4 (O): -0.534, atom 5 (C): -0.543

***

6.
The following is a quantum chemistry calculation of a molecular structure, C27H32AsCl2N6O7Rb at a distorted geometry, from the OMol25 dataset.

Computed properties:
- F_max (eV Å⁻¹) = 1.42
- highest occupied orbital energy (eV) = -2.3
- calculated total energy (hartree) = -5083.624186
- orbital gap (eV) = 6.04
- lowest unoccupied orbital energy (Ha) = 0.138

```
! RIJCOSX wB97M-V def2-TZVPD def2/J DEFGRID3
* xyz -2 1
Rb 0.484 -1.205 -0.229
O 2.523 1.020 1.797
C 1.739 0.355 2.602
O 0.685 0.758 3.057
C 2.225 -1.061 2.918
O 1.272 -1.887 2.298
C 1.534 -3.274 2.341
C 0.292 -4.007 1.715
O 0.159 -5.197 2.041
O -0.431 -3.291 0.983
H 2.089 1.969 1.529
H 2.241 -1.212 4.007
H 3.234 -1.227 2.522
H 1.677 -3.626 3.369
H 2.437 -3.524 1.767
Cl 1.321 -2.896 -5.732
C 2.611 -2.080 -4.883
C 3.806 -1.868 -5.553
C 4.847 -1.223 -4.930
Cl 6.337 -0.964 -5.820
C 4.724 -0.766 -3.603
C 5.740 -0.083 -2.900
C 5.519 0.331 -1.615
C 4.281 0.053 -1.015
N 3.320 -0.588 -1.639
C 3.498 -0.995 -2.911
C 2.356 -1.675 -3.543
O 1.273 -1.858 -2.948
H 3.915 -2.210 -6.574
H 6.683 0.113 -3.392
H 6.284 0.868 -1.068
H 4.065 0.376 -0.002
C -4.788 2.486 -1.592
C -3.462 1.898 -1.938
C -2.674 2.006 -3.061
C -1.511 1.245 -2.789
N -1.598 0.700 -1.588
N -2.777 1.102 -1.091
C -0.310 1.032 -3.650
H -5.216 2.975 -2.466
H -4.687 3.230 -0.798
H -5.485 1.719 -1.248
H -2.892 2.574 -3.951
H -3.033 0.820 -0.161
H -0.528 1.293 -4.685
H 0.016 -0.008 -3.594
H 0.520 1.653 -3.304
C -3.536 -2.671 0.798
C -3.632 -1.356 1.572
As -1.820 -0.673 2.064
C -1.570 -1.703 3.727
C -2.698 -1.715 4.752
C -2.419 1.065 2.874
C -3.904 1.317 3.128
H -4.529 -3.068 0.566
H -2.982 -3.418 1.366
H -2.990 -2.534 -0.136
H -4.247 -1.486 2.465
H -4.145 -0.607 0.958
H -0.670 -1.275 4.170
H -1.323 -2.719 3.415
H -2.970 -0.701 5.053
H -2.391 -2.256 5.652
H -3.591 -2.211 4.367
H -2.023 1.845 2.219
H -1.858 1.156 3.806
H -4.482 1.322 2.201
H -4.050 2.288 3.609
H -4.340 0.559 3.781
O 1.564 3.191 1.223
N 2.178 3.639 0.210
C 1.818 4.829 -0.199
C 0.805 5.655 0.383
N 0.007 6.350 0.838
C 2.491 5.398 -1.322
N 2.991 5.928 -2.215
*
```

Atomic partial charges in e from the Mulliken method, atoms 1 to 5: atom 1 (Rb): 0.577, atom 2 (O): -0.445, atom 3 (C): 0.437, atom 4 (O): -0.604, atom 5 (C): -0.689

***

Q: Which value of calculated total energy does entry 6 give?
A: -5083.624186 hartree